Molecular formula: C25H60B2FN7O12S
Method: DFT, the ωB97M-V functional and the def2-TZVPD basis

XYZ file:
```
108
Properties=species:S:1:pos:R:3:forces:R:3
C 0.36622 -2.44960 1.50175 0.28 0.97 -0.03
B 0.05687 -1.23952 0.54556 -0.22 -0.44 -0.11
O 0.47114 -1.37548 -0.74094 -0.47 -0.43 -0.10
B -0.76609 0.12526 1.18741 -0.08 0.07 0.16
O -1.65123 0.15575 2.18416 -0.25 0.11 -0.80
C -2.65735 -0.86852 2.23563 -0.20 -0.07 0.72
C -3.67711 -0.77187 1.11048 -0.43 -0.36 -0.22
C -3.35756 -1.62477 -0.12656 0.00 0.53 0.33
O -3.88808 0.59323 0.78430 0.22 -0.06 0.25
S -0.28549 1.85806 0.47322 0.22 -0.37 -0.55
O 0.84568 1.70741 -0.39039 0.38 -0.09 0.18
O -1.40758 2.55418 -0.05684 -0.36 0.26 0.38
F 0.24478 2.64939 1.74213 -0.09 0.20 0.14
H 0.50310 -2.10813 2.52809 0.08 -0.26 0.14
H 1.25037 -2.97201 1.14617 -0.02 -0.32 0.18
H -0.50440 -3.10721 1.48537 0.07 -0.24 -0.05
H -0.06123 -0.90511 -1.38924 0.33 0.46 -0.05
H -2.22165 -1.86649 2.23253 0.22 0.02 -0.04
H -3.16554 -0.75071 3.18958 0.10 0.24 0.08
H -4.60894 -1.16764 1.53015 0.08 -0.16 0.17
H -4.28629 -2.05551 -0.49211 0.15 0.02 -0.26
H -2.69136 -2.44688 0.12961 0.06 -0.08 -0.14
H -2.90950 -0.97565 -0.87967 0.14 -0.16 -0.14
H -4.72126 0.64291 0.31524 -0.12 0.14 -0.19
C -8.93188 -4.19013 1.78344 0.23 -0.11 0.09
N -7.55762 -4.09778 1.32776 -0.08 0.06 -0.02
C -7.07177 -3.43130 0.25046 0.05 -0.04 -0.02
C -8.06032 -2.67768 -0.60808 0.05 0.01 -0.01
O -5.87642 -3.44914 -0.00476 -0.16 0.00 0.06
H -9.02308 -3.78971 2.79412 -0.07 0.02 -0.01
H -9.25750 -5.23122 1.79397 -0.07 0.02 -0.02
H -9.58987 -3.62926 1.12914 0.00 0.01 -0.02
H -6.84781 -4.58082 1.85579 0.00 -0.02 0.00
H -7.51838 -2.20522 -1.42113 0.05 -0.02 0.01
H -8.80369 -3.35563 -1.02794 -0.06 0.04 0.02
H -8.57028 -1.90822 -0.02731 -0.07 -0.03 -0.02
C 1.65863 5.02955 -0.10285 0.08 0.13 -0.40
N 2.67375 5.99673 -0.48891 0.01 0.02 0.18
C 3.46109 6.75294 0.31809 0.11 0.03 0.03
C 3.28451 6.58263 1.80408 0.09 -0.13 -0.22
O 4.27296 7.53790 -0.16161 -0.05 -0.09 0.04
H 1.90737 4.04642 -0.50099 -0.05 -0.05 0.09
H 0.69224 5.33061 -0.51155 -0.07 -0.07 0.10
H 1.57542 4.96165 0.97541 0.03 0.04 0.02
H 2.83639 6.14404 -1.47155 0.00 -0.04 -0.01
H 3.96889 7.24927 2.31697 0.01 0.05 -0.04
H 2.26957 6.83419 2.10280 0.13 -0.14 0.00
H 3.50729 5.55337 2.09316 -0.07 0.00 0.03
C 3.42688 -4.85948 -4.40143 -0.21 -0.16 -0.05
N 1.99713 -4.68049 -4.24390 0.07 0.06 0.05
C 1.33156 -3.59000 -3.77233 -0.06 0.02 0.01
C 2.15860 -2.39938 -3.34952 0.01 -0.04 -0.09
O 0.11396 -3.59316 -3.69684 0.01 0.02 0.01
H 3.67287 -5.05396 -5.44685 0.07 0.04 0.01
H 3.77231 -5.70491 -3.80335 0.07 0.03 0.02
H 3.95943 -3.97069 -4.08157 0.00 0.02 0.01
H 1.38901 -5.43936 -4.50814 0.00 -0.01 -0.01
H 1.49017 -1.62558 -2.99803 -0.03 0.00 0.01
H 2.83424 -2.66780 -2.53706 0.06 0.05 -0.02
H 2.74004 -2.01003 -4.18643 0.07 -0.04 0.03
C 3.22306 9.08271 -2.85928 -0.19 -0.36 -0.17
N 1.93492 8.75954 -3.46018 0.03 0.17 0.05
C 0.87248 9.57587 -3.67092 -0.04 -0.04 -0.02
C 1.01342 11.01694 -3.23399 -0.05 0.00 -0.02
O -0.15094 9.15811 -4.19007 0.00 0.03 0.01
H 4.01966 8.88741 -3.58008 0.07 0.10 0.05
H 3.39622 8.46790 -1.97594 0.12 0.15 0.02
H 3.26058 10.12718 -2.57090 -0.02 0.02 0.00
H 1.77782 7.81436 -3.77170 0.00 -0.01 0.00
H 0.08895 11.53564 -3.46714 -0.03 -0.05 -0.03
H 1.19527 11.07910 -2.16064 0.07 0.03 -0.01
H 1.83542 11.50261 -3.76072 0.04 0.02 0.06
C 0.10771 -6.19954 -1.29638 0.11 0.31 0.05
N 0.86302 -5.78400 -0.12709 -0.15 -0.08 0.05
C 0.85593 -6.30968 1.12434 0.10 0.09 -0.07
C -0.06332 -7.47626 1.38233 -0.08 -0.01 0.12
O 1.57349 -5.83626 1.99732 0.02 -0.08 0.00
H 0.79640 -6.48119 -2.09318 -0.07 -0.10 -0.03
H -0.51635 -5.37715 -1.65153 0.00 -0.04 -0.04
H -0.52166 -7.05233 -1.07119 0.06 -0.06 0.06
H 1.48897 -5.00105 -0.22808 -0.02 0.03 -0.01
H 0.03484 -7.77672 2.42164 0.05 0.10 0.03
H -1.10101 -7.19378 1.19561 0.00 -0.06 -0.06
H 0.21030 -8.31274 0.74171 -0.12 0.06 -0.04
C 5.07428 -9.84182 -0.53054 -0.07 0.22 0.11
N 3.80783 -9.13728 -0.48010 0.04 -0.06 -0.07
C 2.60306 -9.53730 -0.95722 0.03 0.08 0.07
C 2.52841 -10.88549 -1.63435 -0.05 0.03 0.00
O 1.62305 -8.81801 -0.83184 0.03 -0.18 -0.20
H 5.44859 -10.01831 0.47879 0.04 -0.06 -0.02
H 5.81404 -9.25223 -1.07419 0.04 -0.06 -0.02
H 4.96045 -10.79812 -1.02923 -0.01 -0.02 -0.01
H 3.78345 -8.23142 -0.03581 -0.01 -0.01 0.03
H 1.50472 -11.05187 -1.95374 -0.02 0.05 0.02
H 3.18084 -10.91689 -2.50751 0.04 -0.06 0.02
H 2.81798 -11.68030 -0.94635 0.05 -0.02 -0.04
C -0.92440 10.09821 5.31640 -0.08 -0.15 -0.21
N -0.24192 9.20216 4.40350 0.03 0.05 0.07
C 1.07496 8.87368 4.37369 -0.01 -0.04 -0.07
C 1.97534 9.50370 5.41000 0.02 -0.03 -0.02
O 1.50415 8.09725 3.53443 -0.18 0.23 0.30
H -1.70333 9.56252 5.86132 0.01 0.05 0.06
H -1.38979 10.91739 4.76602 0.01 0.05 0.06
H -0.22694 10.51668 6.03355 0.02 0.00 0.01
H -0.78581 8.74842 3.68634 -0.01 0.00 0.00
H 2.98579 9.14194 5.24997 -0.01 -0.03 -0.05
H 1.97018 10.59017 5.31761 -0.02 0.01 0.07
H 1.65678 9.23085 6.41659 -0.01 0.07 0.02
```
Forces are in eV/Å.

The value obtained for the total energy is -76808.3165 eV. For the maximum force, the calculation gives 1.011 eV/A. As for the gap between HOMO and LUMO: 8.40 eV. As for the LUMO energy: -0.256 eV. The HOMO energy comes out at -8.66 eV.

Results of the Mulliken charge analysis, in e, for atoms 1 through 2: -0.949, 0.700